A molecular structure, C14H23N2OPRe, computed with the ωB97M-V functional and the def2-TZVPD basis.

Each line ends with the Mulliken spin population.
Atoms and positions in Å:
1 C 0.474 3.226 -3.658  0.001
2 C -0.806 2.774 -3.337  0.008
3 C -0.998 1.809 -2.340  -0.070
4 C 0.100 1.331 -1.585  0.071
5 C 1.407 1.785 -1.936  -0.061
6 C 1.573 2.736 -2.942  0.005
7 C -2.359 1.280 -2.062  0.028
8 C -2.403 -0.213 -1.675  0.064
9 N -2.594 -1.033 -2.844  0.081
10 Re -0.071 -0.069 -0.093  2.613
11 C 2.554 1.102 -1.263  0.067
12 P 1.885 -0.646 -0.860  0.088
13 H -1.681 3.142 -3.872  0.000
14 H 2.584 3.056 -3.191  0.002
15 H 0.618 3.935 -4.464  0.000
16 H 2.854 1.561 -0.308  0.017
17 H 3.423 0.947 -1.900  0.012
18 H -2.816 1.842 -1.228  -0.004
19 H -2.988 1.417 -2.955  -0.004
20 H -1.475 -0.633 -1.096  -0.048
21 C 3.311 -1.427 -0.077  0.037
22 C 2.058 -1.347 -2.565  0.047
23 H -3.272 -0.383 -1.026  0.000
24 C -1.501 -1.108 -3.786  -0.004
25 C -3.206 -2.315 -2.578  -0.007
26 H 0.235 -0.874 1.774  -0.035
27 H -1.874 -1.690 -4.640  0.000
28 H -1.209 -0.107 -4.128  0.002
29 H -0.595 -1.616 -3.395  0.005
30 H -3.426 -2.782 -3.544  0.001
31 H -2.567 -2.999 -1.986  0.004
32 H -4.141 -2.151 -2.027  0.002
33 H 3.108 -1.253 -2.861  0.005
34 H 1.750 -2.399 -2.531  -0.003
35 H 1.422 -0.804 -3.275  0.003
36 H 4.190 -1.285 -0.714  0.003
37 H 3.484 -0.989 0.909  0.003
38 H 3.087 -2.492 0.026  -0.001
39 H -0.366 -1.686 0.059  -0.031
40 O -0.025 0.130 4.459  0.062
41 C 0.065 0.060 3.283  0.051
42 N 0.193 0.168 2.053  -0.012

Output
- Frontier orbital gap (alpha / beta): 5.94 / 5.58 eV
- DFT total energy: -1150.86697 Eh
- ⟨S²⟩: 3.78
- Net charge: +2
- Molar mass: 452.53 g mol⁻¹
- 2S+1: 4
- Lowest unoccupied orbital energy (alpha / beta): -8.9 / -9.5 eV
- Max |F|: 6.3 eV/Å

=====

C14H23N3O9 in the gas phase, computed with the ωB97M-V functional and the def2-TZVPD basis.

Each line ends with the natural charge from an NBO analysis.
Atoms and positions in Å:
1 O 3.913 -0.662 -2.841  -0.617
2 N -0.431 -2.530 -2.054  -0.192
3 N 0.670 -3.159 -1.945  -0.065
4 O 4.291 -2.767 -3.455  -0.638
5 O -1.106 0.035 2.059  -0.735
6 O -4.370 0.242 0.195  -0.716
7 O -0.917 4.383 2.163  -0.546
8 O -1.334 0.787 -0.475  -0.568
9 O 2.544 -4.394 -0.116  -0.717
10 O -2.361 2.679 2.348  -0.516
11 O -2.521 4.256 -0.178  -0.714
12 C 3.798 -1.901 -2.644  0.776
13 C 1.013 -0.990 -1.399  -0.007
14 C -0.383 -1.185 -1.575  0.002
15 N 1.651 -2.163 -1.683  -0.218
16 C -0.105 4.174 3.281  -0.255
17 C -1.434 -0.077 -1.632  -0.098
18 C 4.793 -4.280 -0.688  -0.629
19 C -2.413 0.271 2.435  -0.089
20 C 3.045 -2.402 -1.463  -0.183
21 C -3.562 1.460 0.427  0.051
22 C -1.301 3.119 1.562  0.338
23 C -2.285 1.822 -0.403  0.063
24 C 3.295 -3.938 -1.183  0.123
25 C -3.034 1.578 1.892  0.036
26 C -1.594 3.181 -0.010  0.072
27 H 4.856 -2.217 -4.106  0.517
28 H -1.069 -0.255 1.144  0.489
29 H -5.097 0.232 0.768  0.476
30 H 1.624 -4.064 -0.137  0.487
31 H -2.760 4.517 0.736  0.484
32 H 1.442 -0.052 -1.047  0.248
33 H 0.990 4.198 2.939  0.164
34 H -0.322 3.268 3.855  0.190
35 H -0.262 5.108 3.757  0.198
36 H -2.456 -0.506 -1.657  0.214
37 H -1.448 0.452 -2.661  0.196
38 H 4.944 -5.350 -0.526  0.230
39 H 5.006 -3.913 0.277  0.215
40 H 5.595 -3.958 -1.310  0.207
41 H -2.477 0.324 3.523  0.177
42 H -2.967 -0.605 2.251  0.176
43 H 3.413 -1.926 -0.527  0.249
44 H -4.202 2.283 0.141  0.193
45 H -0.419 2.462 1.735  0.170
46 H -2.624 2.012 -1.477  0.190
47 H 3.013 -4.467 -2.110  0.184
48 H -3.951 1.557 2.459  0.180
49 H -0.689 3.361 -0.645  0.207

Output
- Frontier orbital gap: 9.89 eV
- DFT total energy: -1388.52350 Eh
- SMILES: CO[C@H]1O[C@H](CO)[C@H](O)[C@H](OCc2cn([C@H](C(=O)O)[C@@H](C)O)nn2)[C@H]1O
- Molar mass: 377.35 g mol⁻¹
- 2S+1: 1
- Lowest unoccupied orbital energy: 0.4 eV
- Max |F|: 5.5 eV/Å

=====

C14H23NO in the gas phase, computed with the ωB97M-V functional and the def2-TZVPD basis.

Each line ends with the natural charge from an NBO analysis.
Atoms and positions in Å:
1 C -2.836 1.094 -0.030  -0.608
2 C -1.380 1.486 -0.238  -0.397
3 H -1.269 2.570 -0.191  0.199
4 C -0.478 0.852 0.822  -0.219
5 N 0.911 1.248 0.641  -0.456
6 C 1.619 0.432 -0.324  -0.215
7 C 1.977 -0.996 0.140  -0.420
8 H 1.341 -1.267 0.984  0.201
9 H 3.011 -1.030 0.489  0.209
10 C 1.782 -2.034 -0.974  -0.440
11 C 0.334 -2.134 -1.360  0.085
12 C -0.139 -1.572 -2.538  -0.255
13 C -1.487 -1.610 -2.850  -0.205
14 C -2.383 -2.214 -1.986  -0.228
15 C -1.922 -2.789 -0.814  -0.196
16 C -0.575 -2.748 -0.505  -0.258
17 H -0.220 -3.199 0.412  0.211
18 H -2.615 -3.269 -0.138  0.212
19 H -3.436 -2.240 -2.226  0.214
20 H -1.839 -1.163 -3.769  0.214
21 H 0.556 -1.103 -3.222  0.211
22 H 2.384 -1.752 -1.840  0.206
23 H 2.135 -3.005 -0.616  0.216
24 H 2.529 0.969 -0.607  0.197
25 H 0.983 0.374 -1.209  0.201
26 C 1.638 1.468 1.875  -0.228
27 H 2.708 1.426 1.668  0.202
28 C 1.340 2.859 2.441  -0.058
29 O 2.157 3.054 3.576  -0.726
30 H 1.997 3.935 3.929  0.470
31 H 0.279 2.941 2.714  0.151
32 H 1.554 3.608 1.667  0.161
33 H 1.419 0.720 2.652  0.173
34 H -0.810 1.187 1.807  0.191
35 H -0.604 -0.241 0.784  0.176
36 H -1.061 1.160 -1.229  0.198
37 H -3.185 1.416 0.949  0.197
38 H -2.948 0.014 -0.097  0.207
39 H -3.468 1.551 -0.787  0.209

Output
- Frontier orbital gap: 9.08 eV
- DFT total energy: -677.23595 Eh
- SMILES: CCCN(CCO)CCCc1ccccc1
- Molar mass: 221.34 g mol⁻¹
- 2S+1: 1
- Lowest unoccupied orbital energy: 0.9 eV
- Max |F|: 0.4 eV/Å
- ΔE to the lowest compared entry with this formula, charge and spin: 0.8 kcal per mole

=====

A molecular structure, C14H23O2P, computed with the ωB97M-V functional and the def2-TZVPD basis.

Each line ends with the natural charge from an NBO analysis.
Atoms and positions in Å:
1 O 0.113 -2.550 -2.772  -1.050
2 O -1.299 -1.457 -3.225  -1.080
3 C 0.031 1.964 -0.562  -0.247
4 C 1.544 0.462 0.515  -0.225
5 C -0.616 0.909 -1.190  -0.119
6 C 1.007 -0.605 -0.215  -0.168
7 C 0.958 1.724 0.455  0.023
8 C -0.126 -0.382 -1.069  -0.476
9 C 0.889 4.124 1.197  -0.621
10 C 3.063 3.051 0.644  -0.598
11 C 1.855 2.508 2.876  -0.596
12 C -1.067 -4.223 -0.369  -0.589
13 C -3.135 -3.314 -1.510  -0.610
14 C -2.082 -1.968 0.524  -0.627
15 C 1.698 2.801 1.330  -0.050
16 C -1.826 -2.881 -0.748  -0.391
17 P -0.841 -1.815 -1.889  2.187
18 H -0.500 -2.119 -3.422  0.476
19 H -0.292 2.970 -0.797  0.220
20 H 2.218 0.208 1.252  0.207
21 H -1.398 1.121 -1.986  0.233
22 H 1.450 -1.625 -0.050  0.224
23 H 0.979 4.773 2.126  0.213
24 H 1.220 4.772 0.382  0.210
25 H -0.150 3.868 0.974  0.212
26 H 3.678 2.167 0.607  0.211
27 H 2.826 3.316 -0.403  0.213
28 H 3.481 3.913 1.216  0.208
29 H 2.078 1.483 2.971  0.202
30 H 0.940 2.772 3.346  0.215
31 H 2.746 3.049 3.186  0.213
32 H -0.053 -4.046 0.029  0.212
33 H -1.652 -4.609 0.399  0.205
34 H -1.019 -4.956 -1.262  0.231
35 H -3.939 -3.390 -0.827  0.212
36 H -3.057 -4.263 -1.999  0.218
37 H -3.389 -2.665 -2.299  0.234
38 H -1.129 -1.824 1.039  0.221
39 H -2.360 -0.909 0.249  0.225
40 H -2.846 -2.352 1.277  0.224

Output
- Frontier orbital gap: 9.55 eV
- DFT total energy: -1038.95684 Eh
- Molar mass: 254.31 g mol⁻¹
- 2S+1: 1
- Lowest unoccupied orbital energy: 0.6 eV
- Max |F|: 16.5 eV/Å